Entry 1:
{
  "formula": "C38H105N9O10",
  "method": "ωB97M-V with the def2-TZVPD basis set",
  "e_tot_ev": -74989.001,
  "max_force_ev_per_a": 2.6,
  "elements": ["O", "H", "H", "H", "H", "H", "O", "H", "H", "H", "H", "H", "H", "H", "C", "H", "N", "H", "C", "C", "H", "H", "C", "H", "O", "C", "H", "H", "C", "H", "C", "C", "H", "H", "H", "H", "O", "H", "N", "C", "H", "H", "H", "H", "H", "H", "H", "H", "H", "O", "H", "C", "H", "H", "H", "H", "H", "H", "C", "H", "H", "H", "C", "C", "H", "H", "H", "C", "H", "H", "H", "N", "C", "C", "C", "H", "H", "H", "C", "C", "H", "H", "H", "H", "H", "C", "H", "H", "C", "O", "H", "H", "H", "H", "H", "C", "H", "C", "H", "H", "H", "H", "C", "C", "C", "H", "H", "C", "H", "H", "H", "O", "H", "O", "H", "H", "C", "H", "C", "H", "H", "N", "C", "H", "H", "H", "H", "H", "H", "H", "H", "H", "H", "H", "H", "H", "N", "O", "C", "H", "C", "H", "N", "C", "H", "O", "C", "N", "C", "C", "H", "C", "N", "C", "H", "N", "H", "H", "H", "H", "H", "H"],
  "coordinates": [[0.467, 3.083, -3.756], [2.180, -3.111, 0.840], [-0.059, 4.228, 1.810], [2.025, -3.467, -6.585], [-4.506, 2.068, 5.058], [-2.081, 0.602, -0.567], [3.672, -3.293, -0.643], [-0.285, 1.103, -3.610], [-1.685, -1.689, 2.664], [0.608, -2.096, -3.014], [4.493, -1.864, 0.617], [2.848, 6.140, 2.063], [-0.395, -2.321, -6.640], [-1.262, 2.383, -2.846], [3.126, 4.422, 0.033], [5.642, -3.115, 0.058], [-2.636, 1.363, -4.911], [0.468, 2.498, -0.126], [-2.182, -5.885, 0.728], [5.123, -1.512, -1.392], [3.570, -4.120, 1.289], [-2.148, -3.301, 2.191], [-0.511, -0.124, 5.915], [-2.825, 3.850, -4.268], [-5.332, 3.739, -0.995], [1.478, -2.013, -3.722], [1.470, 1.927, -5.144], [5.301, -2.124, -2.330], [0.801, -0.755, 0.177], [4.387, 6.105, 0.138], [3.773, 0.959, 2.757], [1.042, -2.604, -5.024], [2.072, 2.173, 0.536], [0.777, 3.239, 3.080], [7.127, -1.631, -0.762], [2.883, 0.414, 2.506], [-0.598, -0.988, 4.857], [-4.521, 4.528, -2.731], [-1.798, -4.303, 4.739], [5.722, 1.861, 1.690], [1.847, 2.333, -1.254], [6.522, 1.494, 2.314], [-2.045, -3.503, -5.419], [0.678, -3.611, -4.763], [2.979, -2.968, -5.479], [-5.580, 1.598, -2.314], [2.255, -2.600, -3.258], [-1.444, -0.102, 6.502], [-4.980, 0.224, 0.354], [-1.217, 0.598, -0.152], [-1.037, -1.506, -0.390], [-3.670, -5.332, 0.652], [6.169, 2.037, 0.708], [-3.523, 1.664, -5.248], [0.190, 4.937, 3.461], [4.147, 0.261, -1.014], [0.239, -0.818, -5.835], [3.108, -0.827, -1.654], [-0.520, -0.572, -0.605], [-6.139, 3.858, -2.896], [-3.931, 2.611, -0.078], [-1.963, -2.149, 5.916], [-1.992, -6.967, -0.327], [-3.248, -3.488, -0.857], [-3.809, 2.768, 2.734], [-2.439, 0.394, -5.102], [3.286, 6.111, -2.186], [3.294, 5.945, -0.036], [-3.242, -2.838, 0.026], [-3.151, -2.461, 3.369], [2.413, 2.114, -3.695], [4.069, -0.499, -1.672], [2.499, 6.575, 1.126], [1.720, 2.602, -4.357], [-3.214, 2.037, 3.285], [-6.429, 0.078, -0.601], [-3.203, 3.307, 4.972], [2.140, 3.513, -4.783], [-4.389, 2.738, -1.049], [4.348, 0.191, 3.956], [1.716, -0.952, -3.818], [2.581, 7.630, 1.196], [1.414, 6.381, 1.089], [-5.978, 5.314, -1.907], [-2.532, -7.896, -0.057], [-5.497, 4.411, -2.208], [-0.295, 0.885, 5.528], [-2.207, -3.670, -1.105], [4.782, -2.487, -0.262], [-1.225, -1.634, -4.784], [-6.204, 1.533, 0.313], [-3.569, 3.065, -1.694], [5.308, 0.664, 4.224], [0.307, -0.414, 6.591], [-0.837, 2.134, -5.822], [-1.040, -2.294, 5.311], [-3.472, 0.814, -2.753], [-1.514, 2.290, -4.969], [-0.915, -6.359, 2.314], [4.008, 0.304, 5.989], [-3.691, -2.999, -1.727], [6.176, -0.245, -0.065], [-1.741, 2.255, 2.942], [-1.945, -2.842, -4.559], [-1.243, -3.160, 4.085], [-1.356, 4.446, -4.949], [4.696, -1.943, 4.526], [-5.674, 0.805, -0.277], [-2.808, 1.668, 5.370], [-2.926, -2.462, -4.283], [-3.267, 0.526, 1.894], [-1.298, 3.562, 3.341], [-1.562, 2.164, 1.861], [1.722, 4.109, -0.043], [-0.360, -0.457, -1.685], [-0.929, -7.155, -0.521], [1.529, 2.665, -0.265], [2.374, -4.725, 0.086], [-2.122, 3.683, -5.092], [-2.444, -6.595, -1.257], [-1.167, 1.465, 3.457], [3.545, 0.458, 5.094], [-0.653, 2.137, -3.733], [-0.329, -2.765, 6.000], [-1.504, -5.078, 0.439], [-2.783, -4.115, 4.976], [3.511, 4.054, 1.043], [-0.255, -3.424, 3.634], [0.589, -1.076, 1.189], [5.360, 2.801, 2.141], [-1.567, -3.425, -3.725], [1.887, 6.382, -1.345], [-2.174, -7.397, 2.150], [2.809, -0.261, 5.099], [-4.362, -6.165, 0.791], [1.505, -1.414, -0.321], [-3.630, 0.690, 2.823], [4.629, 0.973, 1.612], [6.440, -0.799, -0.950], [3.553, 1.992, 3.038], [-2.138, -2.610, 3.026], [1.330, 0.196, 0.264], [-3.808, 0.471, -1.821], [2.902, -3.827, 0.451], [5.345, -1.429, 2.960], [-3.964, -4.676, -0.618], [-3.459, 2.268, 4.744], [-1.889, -6.418, 2.073], [-4.919, 1.377, -1.445], [4.490, -1.320, 3.630], [-3.041, 0.063, 3.374], [-0.107, -1.846, -5.657], [2.135, -2.645, -5.976], [-0.019, 3.982, 2.882], [-3.920, -4.594, 1.407], [2.911, 6.470, -1.322], [3.626, -1.643, 3.067], [3.729, 3.881, -0.745], [6.914, -0.139, -1.664], [-1.835, -5.127, 4.175], [-2.604, 3.927, -6.031], [-4.014, -0.528, -1.774]],
  "lowdin_charge": [-0.212, 0.055, 0.073, 0.082, 0.091, 0.019, -0.208, 0.112, 0.067, 0.083, 0.113, 0.076, 0.140, 0.119, -0.217, 0.131, 0.053, 0.070, -0.422, -0.396, 0.091, 0.048, -0.169, 0.061, -0.157, -0.058, 0.062, 0.146, -0.055, 0.141, -0.190, -0.490, 0.061, 0.085, 0.078, 0.109, -0.207, 0.084, 0.024, -0.114, 0.079, 0.077, 0.093, 0.134, 0.081, 0.139, 0.071, 0.088, 0.068, -0.105, 0.088, -0.144, 0.089, 0.068, 0.105, 0.048, 0.123, 0.030, -0.271, 0.084, 0.119, 0.133, -0.073, -0.127, 0.134, 0.055, 0.067, -0.442, 0.081, 0.090, 0.063, 0.063, -0.057, -0.062, -0.435, 0.079, 0.083, 0.088, -0.249, -0.459, 0.083, 0.058, 0.078, 0.084, 0.086, -0.098, 0.089, 0.066, -0.222, -0.217, 0.080, 0.110, 0.139, 0.087, 0.134, -0.186, 0.067, -0.436, 0.068, 0.082, 0.080, 0.043, -0.188, -0.102, -0.458, 0.079, 0.087, -0.055, 0.057, 0.083, 0.038, -0.206, 0.108, -0.217, 0.091, 0.078, -0.062, 0.087, -0.052, 0.076, 0.114, 0.029, -0.175, 0.126, 0.118, 0.093, 0.119, 0.156, 0.068, 0.087, 0.073, 0.083, 0.079, 0.078, 0.124, 0.043, 0.063, -0.222, -0.049, 0.116, -0.055, 0.045, 0.053, -0.094, 0.067, -0.198, -0.060, 0.036, -0.425, -0.042, 0.043, -0.199, 0.038, -0.100, 0.102, 0.034, 0.060, 0.130, 0.075, 0.030, 0.077, 0.069]
}

***

Entry 2:
{
  "formula": "C12H6NO5Pr",
  "method": "ωB97M-V with the def2-TZVPD basis set",
  "total_charge": 2,
  "spin_multiplicity": 3,
  "e_tot_ev": -38317.722,
  "max_force_ev_per_a": 6.2,
  "elements": ["H", "C", "N", "H", "C", "C", "Pr", "C", "C", "C", "O", "C", "H", "H", "C", "C", "C", "O", "O", "C", "O", "C", "H", "O", "H"],
  "coordinates": [[0.551, 1.890, 7.654], [0.133, 1.814, 5.532], [-0.350, 0.974, 2.124], [3.507, 3.673, 5.042], [0.025, 1.582, 3.070], [-3.124, -0.645, 1.075], [-0.342, -0.556, 0.425], [1.953, -0.564, 1.727], [-0.378, 1.633, -0.705], [2.586, 3.122, 5.186], [-4.079, -0.340, 1.645], [2.160, 2.745, 6.457], [-0.854, 1.376, 5.648], [-1.053, 0.687, -1.441], [-1.841, -2.129, -2.811], [1.809, 2.792, 4.086], [0.916, 2.123, 6.650], [2.658, -0.090, 2.520], [-2.232, -2.881, -3.589], [1.768, 0.261, -1.753], [2.469, 1.004, -2.283], [0.610, 2.090, 4.234], [2.779, 2.992, 7.326], [-0.157, 2.740, -1.033], [2.093, 3.085, 3.090]],
  "lowdin_charge": [0.131, 0.013, 0.012, 0.128, -0.009, 0.048, 1.035, 0.030, -0.346, -0.022, 0.161, -0.006, 0.129, 0.067, 0.044, -0.012, -0.015, 0.167, 0.075, 0.059, 0.151, -0.219, 0.135, 0.116, 0.128]
}

***

Entry 3:
{
  "formula": "C2H4OS3",
  "method": "ωB97M-V with the def2-TZVPD basis set",
  "e_tot_ev": -36689.973,
  "max_force_ev_per_a": 3.0,
  "elements": ["H", "H", "H", "C", "S", "O", "S", "C", "S", "H"],
  "coordinates": [[-1.740, 0.747, 0.638], [-1.150, -0.085, -1.479], [-1.576, -0.816, 0.817], [-0.968, 0.007, 0.585], [0.952, -1.191, -1.239], [2.178, -0.110, 1.163], [0.650, 1.577, -0.900], [-0.360, -0.011, -0.740], [2.391, -0.084, -0.275], [-0.378, -0.034, 1.431]],
  "lowdin_charge": [0.084, 0.061, 0.066, -0.225, 0.530, -0.597, 0.530, -1.000, 0.503, 0.048]
}

***

Q: Number 1 is which compound?
A: C38H105N9O10